Entry 1:
ORCA calculation (ωB97M-V/def2-TZVPD) on one molecule with the formula C13H19NO3.

Positions of all 36 atoms, in Å:
H: -3.12618 1.44348 1.70107
H: -3.03446 2.71251 -0.38999
C: 2.03716 0.30939 0.17927
C: -2.40983 -2.87382 -0.00469
H: -2.35406 -3.09063 1.05921
C: 3.86002 -1.14558 0.77245
C: -1.01504 -2.65816 -0.57072
H: 5.78617 -0.60007 0.01212
H: -0.37839 -3.53005 -0.39441
H: 2.55419 1.99501 -1.02356
H: 0.23724 1.90406 -1.27894
C: 2.92008 1.10899 -0.53105
H: 0.21254 0.52983 1.27264
H: 1.83274 -1.44577 1.38614
O: -3.96374 0.21461 0.26382
C: 0.55122 0.62175 0.23637
O: -0.35682 -0.31668 -1.78795
H: 4.94485 1.41345 -1.13983
H: -0.91731 2.58872 1.31324
H: -0.92852 3.60006 -0.13469
H: -2.13670 1.42252 -1.19208
C: 4.73771 -0.34533 0.06013
C: -0.12271 -0.46205 -0.61511
H: -2.87951 -3.71163 -0.51201
H: -3.02190 -1.98614 -0.14684
H: -1.05469 -2.44285 -1.64274
C: -0.96151 2.56609 0.22002
H: -4.63049 0.84902 -0.02212
H: 4.22251 -2.02540 1.28381
C: -2.85366 0.92106 0.77107
C: 4.26453 0.78281 -0.58644
C: -2.28977 1.92632 -0.23473
C: 2.51743 -0.82001 0.83198
N: 0.25521 1.94708 -0.26224
O: -0.38019 -1.55618 0.09102
H: -2.11808 0.15356 1.01578

Results
Highest occupied orbital energy: -8.95 eV
SMILES: CCOC(=O)[C@H](NCCCO)c1ccccc1
ΔE to the lowest compared entry with this formula, charge and spin: 18.24 kcal/mol
Max |F|: 0.6 eV/Å

---

Entry 2:
ORCA calculation (ωB97M-V/def2-TZVPD) on C13H19NO4P2Rb as an isolated structure.

Positions of all 40 atoms, in Å:
C: -2.90269 2.35258 -1.17627
H: -4.14182 1.01563 1.19485
H: -3.14281 0.56801 3.47493
C: 3.10043 -1.48597 -4.18691
C: 3.90900 -1.50296 -1.56462
H: 5.78239 -2.26307 -2.23399
C: 0.79254 -0.66918 -3.41752
H: -2.20007 -0.64861 -1.78568
H: -3.03691 2.25312 1.75883
H: -2.49254 2.28320 -2.18451
C: 4.38853 -1.89544 -3.86620
C: 2.25178 -1.11607 -3.15068
C: 4.30342 -1.44774 -0.06700
C: -3.08655 1.21438 1.41667
H: 0.39113 2.27729 3.73419
C: -2.61357 0.29392 2.55523
H: -2.53437 -1.28030 -0.18067
C: -0.78644 -0.36977 4.57538
H: -1.12181 -1.40815 4.52764
H: -0.56527 2.68750 2.32245
P: -0.78677 0.32018 2.87883
O: 0.08060 -0.52211 -2.38178
C: -2.72901 -0.44106 -0.85409
H: 5.06658 -2.19721 -4.65798
N: 2.67604 -1.12397 -1.88953
H: -1.35676 2.49464 3.89971
H: -1.44575 0.17374 5.25878
O: 0.49093 -0.50495 -4.60637
H: -3.81224 -0.37679 -1.00000
H: 0.21684 -0.38267 5.00199
O: 5.18170 -2.25135 0.27689
H: -2.70055 3.35829 -0.80409
P: -2.08273 1.10741 -0.12646
H: 2.72593 -1.43424 -5.19951
Rb: 1.15153 -0.14026 0.03790
H: -2.89195 -0.74100 2.33740
H: -3.98717 2.21251 -1.23219
O: 3.67402 -0.59313 0.61296
C: -0.56980 2.10590 3.24551
C: 4.80418 -1.92231 -2.54408

Results
Highest occupied orbital energy: -5.07 eV
Charge: -1
ΔE to the lowest compared entry with this formula, charge and spin: 2.26 kcal/mol
Max |F|: 0.7 eV/Å

---

Entry 3:
ORCA calculation (ωB97M-V/def2-TZVPD) on one molecule with the formula C13H19NO4S.

Positions of all 38 atoms, in Å:
H: -1.17654 0.84695 -1.42666
C: -1.45062 3.46739 2.48179
H: -2.89215 2.51269 3.77158
H: 0.26485 -4.30851 -4.83774
C: -0.73990 4.26077 3.56962
C: 0.05100 -3.52477 -4.11694
H: -3.35501 2.55661 2.06313
H: 1.29895 -4.36725 -2.55686
H: 0.29299 4.44944 3.28719
C: 1.18808 -3.42533 -3.11032
H: 2.43602 -2.11242 -4.27956
H: -0.88234 -3.75527 -3.60993
H: -1.21432 -0.89327 -1.77797
S: 1.63721 -1.49031 1.54458
H: -0.75339 3.70863 4.50674
C: 1.37080 -2.48127 -0.94984
H: 1.58163 -0.01372 3.87368
H: 0.48680 1.29047 3.48249
O: 0.82518 -2.40265 -2.17118
H: 0.15162 0.06609 -2.31036
O: -0.69210 2.26515 2.27549
C: 0.95310 -1.41115 -0.06207
H: 3.29892 -3.01148 -3.02068
H: -3.45155 4.02639 3.03962
H: -1.45371 4.02718 1.53790
H: 2.78286 -3.83669 -4.49602
C: 2.51582 -3.07164 -3.77260
O: -1.48130 2.14414 0.18390
C: -0.79184 1.67257 1.05934
C: 0.12104 -0.33386 -0.22677
C: -2.88375 3.11680 2.86672
H: -0.06250 -2.57909 -4.64077
N: 0.90279 0.40081 3.26128
H: -1.24283 5.21198 3.71574
C: -0.57730 -0.05226 -1.51097
C: 0.01802 0.46086 0.95790
C: 0.78938 -0.05622 2.00098
O: 2.13409 -3.35776 -0.60243

Results
Highest occupied orbital energy: -8.00 eV
SMILES: Cc1c(C(=O)OC(C)C)sc(N)c1C(=O)OC(C)C
ΔE to the lowest compared entry with this formula, charge and spin: 0.00 kcal/mol
Max |F|: 0.7 eV/Å

---

Entry 4:
ORCA calculation (ωB97M-V/def2-TZVPD) on C13H20BCoF13N4OS2 as an isolated structure in a non-equilibrium geometry.

Positions of all 55 atoms, in Å:
H: 8.57822 7.87700 7.20341
F: 15.82287 5.78591 9.30894
C: 12.92270 10.79292 11.73373
C: 14.71713 6.49315 6.84580
C: 14.79105 8.70422 8.15030
H: 4.65473 7.46930 9.27665
C: 5.39469 6.70556 9.41370
H: 11.32317 7.19619 6.99141
H: 10.90411 11.78698 11.73384
F: 9.66539 11.09009 9.81502
H: 6.89631 7.88125 8.29078
H: 9.78788 8.65158 13.98142
C: 14.13808 7.27568 8.16751
C: 14.63753 6.47113 9.45257
F: 9.17583 10.00838 7.72810
N: 10.79874 9.74590 12.39309
H: 9.52865 5.78359 4.73580
C: 10.36266 7.09198 6.36550
H: 13.58215 8.75160 11.17605
C: 11.52819 11.07847 12.33397
C: 9.01296 6.29117 8.33792
H: 13.71974 11.08398 12.43153
H: 4.86593 5.78806 9.17710
Co: 11.44225 7.32193 9.51976
N: 12.79984 9.34623 11.52274
F: 14.03646 6.76681 5.66319
H: 6.30062 6.59757 7.36446
F: 8.94330 8.86698 9.62300
S: 10.24676 5.38737 9.13836
H: 5.84122 6.65194 10.45051
C: 11.58772 8.78541 11.87089
H: 13.00508 11.38661 10.82232
H: 11.63710 11.45718 13.38036
F: 11.17084 9.46342 9.00899
C: 9.57524 9.35579 13.08410
N: 7.76615 6.15979 8.86231
F: 16.02890 6.76051 6.63847
F: 14.84196 7.37326 10.48473
S: 11.29421 7.14486 11.67074
B: 9.54491 9.90986 9.02316
F: 13.67329 5.61003 9.83294
C: 6.53826 6.87788 8.37403
H: 10.30144 4.89835 6.14185
H: 10.15105 7.99490 5.82671
H: 7.65133 5.42079 9.56637
H: 11.31214 5.91246 4.89830
C: 10.39792 5.84385 5.50381
F: 14.18232 9.57685 9.00060
O: 12.78240 7.37858 8.10739
F: 16.14464 8.72922 8.43384
F: 14.57120 5.12560 6.98061
F: 14.68143 9.22198 6.90551
H: 8.98126 8.73741 12.44724
H: 8.95506 10.20250 13.37066
N: 9.27580 7.20376 7.42973

Results
Highest occupied orbital energy (alpha / beta): -12.71 / -12.62 eV
Charge: +1
Spin multiplicity: 5
ΔE to the lowest compared entry with this formula, charge and spin: 51.96 kcal/mol
Max |F|: 5.2 eV/Å